# 1
{
  "formula": "C19H19AuCl2FNS6Si",
  "method": "the ωB97M-V functional and the def2-TZVPD basis",
  "elements": ["Au", "C", "Si", "C", "C", "N", "C", "C", "C", "C", "C", "C", "F", "H", "H", "H", "H", "H", "H", "H", "H", "H", "H", "H", "H", "H", "Cl", "C", "C", "C", "C", "C", "Cl", "C", "S", "H", "H", "H", "C", "S", "C", "C", "S", "S", "C", "S", "S", "H", "H", "H"],
  "positions_angstrom": [[0.176, -0.537, -0.460], [-0.403, -3.531, 1.544], [-1.459, -3.160, -0.009], [-2.948, -4.353, -0.011], [-0.442, -3.546, -1.582], [-1.708, -1.431, -0.022], [-2.836, -0.712, 0.013], [-4.141, -1.261, -0.021], [-5.268, -0.475, -0.021], [-5.175, 0.911, 0.025], [-3.921, 1.497, 0.094], [-2.798, 0.706, 0.093], [-1.595, 1.330, 0.177], [-0.341, -4.600, 1.725], [-0.811, -3.071, 2.437], [0.609, -3.162, 1.424], [-2.584, -5.376, -0.015], [-3.574, -4.234, -0.890], [-3.577, -4.238, 0.866], [-0.256, -4.610, -1.668], [0.520, -3.045, -1.568], [-0.955, -3.228, -2.483], [-4.252, -2.328, -0.060], [-6.241, -0.939, -0.062], [-6.063, 1.521, 0.006], [-3.815, 2.570, 0.149], [2.013, -0.659, 1.707], [3.170, -1.543, 0.784], [4.030, -2.388, 1.463], [4.941, -3.159, 0.764], [5.010, -3.068, -0.614], [4.173, -2.194, -1.285], [4.291, -2.066, -2.994], [3.226, -1.406, -0.608], [2.240, -0.270, -1.506], [3.988, -2.435, 2.539], [5.601, -3.816, 1.302], [5.716, -3.660, -1.172], [3.776, 2.310, 2.843], [4.881, 0.881, 2.685], [5.312, 0.841, 0.992], [4.664, 1.317, -0.113], [3.130, 2.029, -0.240], [5.492, 1.017, -1.652], [6.787, 0.054, -1.030], [7.901, -0.685, -1.973], [6.799, -0.042, 0.713], [3.641, 2.452, 3.912], [2.828, 2.092, 2.360], [4.244, 3.179, 2.394]],
  "total_energy_ha": -4624.724610,
  "orbital_gap_ha": [0.13391, 0.13728]
}


# 2
{
  "formula": "C19H19BrCl2F3N3O2",
  "method": "the ωB97M-V functional and the def2-TZVPD basis",
  "elements": ["C", "C", "C", "N", "C", "C", "N", "C", "C", "C", "C", "C", "Br", "C", "C", "Cl", "C", "C", "Cl", "C", "C", "O", "C", "F", "F", "F", "C", "O", "C", "N", "H", "H", "H", "H", "H", "H", "H", "H", "H", "H", "H", "H", "H", "H", "H", "H", "H", "H", "H"],
  "positions_angstrom": [[1.498, 3.607, 4.475], [0.705, 3.821, 3.222], [-0.787, 3.903, 3.422], [1.248, 3.896, 2.054], [1.035, 2.726, 1.276], [2.052, 1.732, 1.359], [1.980, 0.597, 0.733], [0.854, 0.401, -0.021], [0.697, -0.840, -0.696], [1.752, -1.918, -0.580], [2.195, -2.337, 0.821], [3.142, -3.542, 0.682], [0.727, -2.898, 1.984], [-0.423, -1.042, -1.480], [-0.650, -2.352, -2.162], [0.132, -2.704, -3.666], [-1.437, -3.260, -1.588], [-2.163, -3.050, -0.296], [-1.691, -4.817, -2.311], [-1.409, -0.014, -1.633], [-2.653, -0.209, -2.467], [-2.402, -0.688, -3.793], [-1.791, 0.210, -4.590], [-2.149, -0.046, -5.847], [-0.465, 0.167, -4.542], [-2.151, 1.480, -4.323], [-1.235, 1.172, -0.957], [-2.141, 2.200, -1.059], [-0.110, 1.407, -0.119], [-0.033, 2.604, 0.538], [2.504, 4.007, 4.410], [1.559, 2.519, 4.583], [0.946, 3.972, 5.340], [-1.100, 2.963, 3.892], [-1.277, 3.942, 2.455], [-1.052, 4.730, 4.074], [2.922, 1.921, 1.972], [2.667, -1.567, -1.066], [1.465, -2.820, -1.110], [2.752, -1.573, 1.341], [2.761, -4.254, -0.043], [4.129, -3.168, 0.409], [3.275, -4.006, 1.655], [-3.095, -2.515, -0.491], [-2.391, -3.996, 0.183], [-1.589, -2.442, 0.393], [-3.290, 0.664, -2.473], [-3.229, -0.987, -1.972], [-2.284, 2.401, -1.989]],
  "total_energy_ha": -4844.124914,
  "orbital_gap_ha": 0.30649
}


# 3
{
  "formula": "C19H19ClN2O7S",
  "method": "the ωB97M-V functional and the def2-TZVPD basis",
  "elements": ["C", "N", "C", "S", "O", "O", "C", "C", "C", "N", "C", "O", "C", "O", "C", "O", "C", "C", "O", "C", "C", "C", "C", "C", "C", "O", "C", "C", "C", "Cl", "H", "H", "H", "H", "H", "H", "H", "H", "H", "H", "H", "H", "H", "H", "H", "H", "H", "H", "H"],
  "positions_angstrom": [[-5.238, -0.206, -1.985], [-5.115, 0.698, -0.871], [-4.530, 1.983, -1.164], [-4.624, 0.002, 0.558], [-4.629, 1.019, 1.563], [-5.415, -1.168, 0.771], [-2.892, -0.449, 0.270], [-1.976, 0.558, 0.505], [-0.621, 0.340, 0.279], [0.342, 1.328, 0.491], [0.145, 2.670, 0.491], [-0.913, 3.229, 0.331], [1.435, 3.480, 0.706], [2.576, 2.643, 0.832], [3.334, 2.442, -0.245], [3.279, 3.065, -1.267], [4.241, 1.239, 0.008], [5.059, 0.860, -1.226], [5.862, -0.262, -0.952], [5.202, -1.266, -0.292], [5.789, -2.526, -0.244], [5.149, -3.569, 0.396], [3.913, -3.368, 0.992], [3.329, -2.116, 0.969], [3.972, -1.062, 0.335], [3.362, 0.180, 0.352], [-0.199, -0.915, -0.164], [-1.116, -1.918, -0.397], [-2.474, -1.686, -0.196], [-3.595, -2.944, -0.517], [-5.920, 0.220, -2.721], [-5.656, -1.136, -1.607], [-4.272, -0.405, -2.468], [-3.528, 1.896, -1.602], [-5.177, 2.519, -1.859], [-4.470, 2.537, -0.231], [-2.333, 1.502, 0.881], [1.295, 0.989, 0.579], [1.340, 4.051, 1.631], [1.557, 4.170, -0.136], [4.914, 1.449, 0.854], [4.370, 0.649, -2.055], [5.729, 1.671, -1.514], [6.746, -2.658, -0.722], [5.612, -4.542, 0.424], [3.407, -4.183, 1.485], [2.380, -1.933, 1.448], [0.852, -1.099, -0.327], [-0.794, -2.887, -0.743]],
  "total_energy_ha": -2229.999404,
  "orbital_gap_ha": 0.34281
}


# 4
{
  "formula": "C19H19ClN6O8RuS3",
  "method": "the ωB97M-V functional and the def2-TZVPD basis",
  "elements": ["Ru", "N", "C", "S", "N", "N", "C", "C", "C", "C", "C", "C", "N", "H", "H", "H", "H", "H", "H", "H", "O", "S", "O", "O", "C", "C", "C", "C", "C", "C", "S", "O", "O", "O", "H", "H", "H", "H", "Cl", "C", "C", "O", "O", "H", "H", "C", "N", "C", "C", "N", "C", "H", "H", "H", "H", "H", "H"],
  "positions_angstrom": [[0.417, 0.819, -0.498], [1.835, 2.408, -4.254], [1.379, 2.074, -3.025], [1.108, 0.398, -2.700], [1.220, 3.084, -2.194], [0.809, 2.670, -0.966], [0.700, 3.537, -0.028], [0.163, 3.065, 1.238], [-0.055, 3.887, 2.328], [-0.625, 3.337, 3.465], [-0.961, 1.994, 3.480], [-0.701, 1.221, 2.361], [-0.154, 1.754, 1.272], [1.753, 1.721, -4.984], [1.783, 3.380, -4.508], [0.990, 4.565, -0.201], [0.223, 4.931, 2.278], [-0.802, 3.955, 4.335], [-1.398, 1.531, 4.351], [-0.891, 0.160, 2.323], [3.330, -1.034, -0.835], [3.525, -0.033, 0.199], [4.740, 0.746, 0.082], [2.363, 0.938, 0.187], [3.441, -0.811, 1.794], [4.599, -1.430, 2.268], [4.596, -2.179, 3.427], [3.396, -2.329, 4.102], [2.230, -1.718, 3.652], [2.212, -0.878, 2.516], [0.416, -2.629, -0.542], [0.905, -2.533, -1.884], [1.125, -0.263, 2.102], [-0.053, -1.337, 0.001], [5.519, -1.315, 1.701], [5.502, -2.656, 3.784], [3.371, -2.950, 4.996], [1.282, -1.838, 4.169], [-2.149, -6.523, -1.123], [-3.039, -5.207, -1.936], [-2.347, -3.836, -1.891], [-1.688, -3.568, -0.838], [-2.574, -3.089, -2.848], [-4.003, -5.122, -1.434], [-3.192, -5.495, -2.970], [-4.624, -0.498, -2.234], [-3.509, 0.360, -1.865], [-3.383, 1.709, -2.124], [-2.147, 2.070, -1.702], [-1.524, 0.946, -1.198], [-2.374, -0.060, -1.304], [-5.490, 0.130, -2.430], [-4.850, -1.174, -1.413], [-4.373, -1.098, -3.106], [-4.171, 2.274, -2.588], [-1.664, 3.029, -1.751], [-2.191, -1.091, -1.034]],
  "total_charge": -1,
  "total_energy_ha": -3415.659039,
  "multiplicity": 2,
  "s_squared": 0.755,
  "orbital_gap_ha": [0.20997, 0.19515]
}


# 5
{
  "formula": "C19H19F2MgN",
  "method": "the ωB97M-V functional and the def2-TZVPD basis",
  "elements": ["C", "C", "C", "H", "C", "H", "H", "H", "C", "H", "H", "C", "H", "H", "C", "H", "H", "C", "H", "H", "Mg", "H", "F", "C", "C", "C", "C", "C", "F", "C", "C", "C", "C", "C", "C", "N", "H", "H", "H", "H", "H", "H"],
  "positions_angstrom": [[0.424, -0.904, -1.747], [0.357, 2.286, -2.257], [-0.944, -0.904, -2.301], [0.743, -1.963, -1.865], [-0.941, 2.271, -1.936], [1.020, 3.035, -1.796], [-1.576, -1.737, -1.974], [-1.316, 2.987, -1.195], [-1.562, 0.066, -3.185], [-2.503, -0.429, -3.496], [-0.984, 0.253, -4.100], [1.477, -0.074, -2.521], [1.821, -0.701, -3.361], [2.363, 0.073, -1.880], [1.084, 1.296, -3.126], [0.599, 1.163, -4.104], [2.052, 1.780, -3.346], [-2.010, 1.424, -2.551], [-2.542, 1.985, -3.339], [-2.754, 1.205, -1.770], [1.789, -1.454, 0.800], [0.571, -0.735, -0.538], [0.520, 3.787, 2.277], [0.613, 2.444, 2.581], [0.827, 1.545, 1.523], [0.913, 0.213, 1.857], [0.625, -0.295, 3.133], [0.482, 0.685, 4.153], [0.486, 0.293, 5.478], [0.472, 2.048, 3.907], [0.438, -1.742, 3.328], [-0.152, -2.342, 4.441], [-0.418, -3.710, 4.444], [-0.153, -4.456, 3.296], [0.459, -3.831, 2.210], [0.793, -2.528, 2.268], [0.909, 1.910, 0.497], [0.344, 2.772, 4.707], [-0.384, -1.713, 5.292], [-0.832, -4.180, 5.333], [-0.404, -5.510, 3.226], [0.690, -4.354, 1.279]],
  "total_energy_ha": -1189.821829,
  "orbital_gap_ha": [0.26599, 0.18718]
}